Formula: C44H90N6O7
Source: the Open Molecules 2025 dataset
Level of theory: the ωB97M-V functional and the def2-TZVPD basis

Output
⟨S²⟩	0.757
LUMO level (spin up / spin down)	-14.4 / -16.1	eV
2S+1	2
charge	+5
orbital gap (spin up / spin down)	7.01 / 5.29	eV
HOMO energy (spin up / spin down)	-21.38 / -21.38	eV
calculated total energy	-70288.0444	eV

Each line ends with the Löwdin charge.
CARTESIAN COORDINATES (ANGSTROEM)
N: -0.165 -0.012 -0.066  -0.5663
O: -0.035 -1.008 -0.760  0.2210
O: -1.089 0.185 0.725  0.1403
O: 0.706 0.798 -0.217  0.2172
C: -0.492 -3.818 2.518  -0.0117
C: -0.337 -4.621 1.219  -0.3871
C: 0.991 -4.331 0.412  -0.1199
C: 2.247 -4.959 1.089  -0.1415
C: 2.062 -6.521 1.166  -0.1009
C: 0.831 -6.888 2.046  -0.3764
N: -0.392 -6.112 1.539  0.1481
O: -1.630 -6.825 1.440  0.1908
C: 1.054 -6.379 3.506  0.0006
C: 0.755 -8.488 1.990  0.0132
C: -1.412 -4.134 0.160  -0.0099
H: 0.160 -4.018 3.369  0.0766
H: -1.433 -3.998 3.038  0.0921
H: -0.414 -2.738 2.392  0.0829
H: 1.177 -3.264 0.297  0.1020
H: 0.861 -4.747 -0.587  0.1183
H: 2.440 -4.556 2.083  0.1026
H: 3.079 -4.759 0.414  0.1036
H: 2.950 -6.985 1.596  0.1410
H: 2.054 -6.899 0.144  0.1334
H: 0.159 -6.257 4.117  0.1065
H: 1.637 -5.461 3.581  0.0681
H: 1.727 -7.021 4.074  0.1197
H: 0.334 -8.855 1.054  0.0959
H: 0.085 -8.799 2.792  0.0939
H: 1.669 -9.059 2.153  0.1105
H: -1.315 -3.049 0.113  0.0566
H: -2.449 -4.282 0.461  0.0856
H: -1.273 -4.599 -0.816  0.1011
C: -0.907 0.454 4.135  -0.0148
C: -0.225 1.824 4.375  -0.3725
C: 1.326 1.611 4.387  -0.1158
C: 2.241 2.719 3.958  -0.1543
C: 1.738 3.147 2.574  -0.1198
C: 0.258 3.711 2.573  -0.3916
N: -0.659 2.719 3.235  0.1263
O: -2.026 2.946 2.892  0.1107
C: -0.189 3.953 1.057  -0.0077
C: 0.183 5.021 3.411  0.0379
C: -0.765 2.527 5.709  0.0561
H: -0.844 -0.177 5.021  0.1090
H: -0.465 -0.108 3.312  0.0645
H: -1.975 0.350 3.946  0.0574
H: 1.527 0.778 3.713  0.1182
H: 1.552 1.277 5.400  0.1455
H: 3.271 2.386 3.832  0.1367
H: 2.329 3.578 4.623  0.1264
H: 1.793 2.358 1.824  0.1029
H: 2.489 3.856 2.227  0.1378
H: -1.082 4.576 1.088  0.0935
H: -0.362 3.012 0.533  0.0449
H: 0.622 4.396 0.479  0.0923
H: 0.579 5.828 2.796  0.1227
H: 0.636 5.040 4.402  0.0921
H: -0.849 5.083 3.757  0.0994
H: -0.169 3.420 5.896  0.0912
H: -0.623 1.819 6.526  0.1117
H: -1.810 2.837 5.696  0.1021
C: -2.294 2.609 -4.950  0.0216
C: -2.210 3.502 -3.671  -0.3748
C: -1.276 2.779 -2.583  -0.1249
C: 0.221 2.611 -2.956  -0.1755
C: 0.576 3.792 -3.856  -0.1432
C: -0.173 5.141 -3.764  -0.3395
N: -1.713 4.921 -4.018  0.1387
O: -2.349 5.655 -5.022  0.2110
C: 0.357 6.076 -4.993  0.0116
C: -0.041 5.942 -2.384  0.0358
C: -3.571 3.588 -2.953  -0.0226
H: -3.150 2.857 -5.578  0.1066
H: -2.246 1.537 -4.758  0.1063
H: -1.478 2.786 -5.651  0.0897
H: -1.556 1.772 -2.273  0.1077
H: -1.263 3.339 -1.648  0.0835
H: 0.387 1.593 -3.307  0.1090
H: 0.964 2.634 -2.159  0.0916
H: 0.585 3.413 -4.878  0.1207
H: 1.654 3.943 -3.792  0.1334
H: -0.059 7.083 -5.014  0.0947
H: 0.163 5.681 -5.990  0.0969
H: 1.423 6.199 -4.805  0.0999
H: -0.626 6.828 -2.630  0.1018
H: 0.986 6.092 -2.051  0.1062
H: -0.473 5.375 -1.559  0.0504
H: -3.524 4.308 -2.135  0.0920
H: -4.060 2.706 -2.539  0.0760
H: -4.358 4.085 -3.520  0.1055
C: 5.785 0.649 -5.270  -0.0101
C: 5.493 0.002 -3.856  -0.3783
C: 4.559 0.852 -3.039  -0.1302
C: 4.049 0.227 -1.686  -0.1394
C: 3.166 -1.003 -2.005  -0.1058
C: 3.931 -2.044 -2.960  -0.4258
N: 4.673 -1.352 -4.056  0.1345
O: 4.682 -2.053 -5.255  0.1930
C: 2.915 -2.998 -3.633  -0.0219
C: 4.938 -2.936 -2.221  0.0118
C: 6.869 -0.231 -3.168  0.0212
H: 6.123 1.685 -5.308  0.1096
H: 4.961 0.661 -5.984  0.0873
H: 6.453 0.101 -5.933  0.0985
H: 3.727 1.044 -3.717  0.1189
H: 4.934 1.867 -2.905  0.1406
H: 3.589 1.013 -1.088  0.1005
H: 4.859 -0.042 -1.008  0.1114
H: 2.297 -0.659 -2.566  0.0981
H: 2.706 -1.432 -1.115  0.1025
H: 3.305 -3.898 -4.108  0.1043
H: 2.375 -2.398 -4.366  0.0982
H: 2.249 -3.480 -2.917  0.0880
H: 4.548 -3.702 -1.551  0.0954
H: 5.509 -2.341 -1.508  0.0808
H: 5.572 -3.379 -2.988  0.1155
H: 6.787 -0.766 -2.221  0.0722
H: 7.250 0.721 -2.798  0.1157
H: 7.633 -0.637 -3.831  0.1116
C: -3.769 -1.849 4.748  -0.0626
C: -4.446 -0.822 3.832  -0.2597
C: -4.311 -1.265 2.468  -0.1648
N: -5.104 -0.384 1.456  -0.2058
C: -6.641 -0.364 1.813  0.0935
C: -4.846 -0.945 0.042  -0.1016
C: -4.452 0.173 -0.863  -0.1693
C: -4.812 1.512 -0.179  -0.0805
C: -4.628 1.058 1.385  -0.0730
H: -3.029 -2.467 4.239  0.0572
H: -4.455 -2.560 5.209  0.1023
H: -3.241 -1.281 5.514  0.0835
H: -4.043 0.189 3.905  0.1021
H: -5.424 -0.846 4.312  0.1325
H: -4.592 -2.318 2.448  0.1487
H: -3.268 -1.318 2.155  0.1180
H: -6.736 0.181 2.753  0.1069
H: -6.960 -1.391 1.993  0.1194
H: -7.033 0.047 0.883  0.1117
H: -5.714 -1.508 -0.304  0.1445
H: -4.104 -1.740 0.108  0.1168
H: -4.947 -0.004 -1.818  0.1313
H: -3.374 0.134 -1.014  0.0905
H: -5.883 1.638 -0.341  0.1162
H: -4.316 2.457 -0.400  0.0965
H: -5.240 1.746 1.968  0.1336
H: -3.608 1.121 1.764  0.0938